Entry 1:
# C4H9NOS

A cluster of 2 separate species, C4H9NOS in total (ωB97M-V/def2-TZVPD, OMol25).

Gap between HOMO and LUMO = 9.06 eV
LUMO energy = 0.0133 Eh
ΔE to the lowest compared entry with this formula, charge and spin = 5.0138 eV

ORCA input file:
```
! wB97M-V def2-TZVPD RIJCOSX def2/J DEFGRID3
* xyz 0 1
C 0.64175 1.69576 1.49035
C 0.40601 1.08084 0.32708
C -0.72135 0.13193 0.10494
C -1.13661 -0.59535 1.10534
N -2.20801 -0.89596 -1.85152
O 2.18858 -0.87466 -0.18381
S -1.00530 0.05428 -1.69359
H 1.35907 2.47452 1.53601
H 0.05938 1.48166 2.38483
H 1.02836 1.30700 -0.54969
H 2.85442 -1.54465 -0.22372
H -1.90332 -1.38476 0.97360
H -0.71358 -0.36595 2.05635
H -2.60438 -0.93843 -2.89558
H 1.48433 -1.08541 -0.81392
H 0.27065 -0.54084 -1.76665
*
```

=====

Entry 2:
# C2HOS2

A cluster of 2 separate species, C2HOS2 in total (ωB97M-V/def2-TZVPD, OMol25).

Gap between HOMO and LUMO (spin up / spin down) = 5.21 / 5.21 eV
LUMO energy (spin up / spin down) = 0.1261 / 0.1262 Eh
ΔE to the lowest compared entry with this formula, charge and spin = 1.8308 eV

ORCA input file:
```
! wB97M-V def2-TZVPD RIJCOSX def2/J DEFGRID3
* xyz -1 1
C 0.15409 -1.03191 -0.59433
C -0.07604 1.37232 0.42159
O -0.88960 1.76842 -0.32597
S 1.02559 1.38580 1.52615
S 0.54108 -2.34750 0.19683
H -0.75512 -1.14713 -1.22426
*
```

=====

Entry 3:
# CH2BrF2P

A cluster of 2 separate species, CH2BrF2P in total (ωB97M-V/def2-TZVPD, OMol25).

Gap between HOMO and LUMO (spin up / spin down) = 7.82 / 8.73 eV
LUMO energy (spin up / spin down) = -0.0455 / -0.0587 Eh
ΔE to the lowest compared entry with this formula, charge and spin = 2.9435 eV

ORCA input file:
```
! wB97M-V def2-TZVPD RIJCOSX def2/J DEFGRID3
* xyz 0 1
C 0.56203 -1.51597 -0.23713
F 1.32421 -2.61822 -0.59148
F -0.56778 -1.96767 0.35492
P 1.50852 -0.63948 1.11865
Br 2.81824 0.40386 -0.16336
H 0.43118 -1.03581 -1.13080
H -0.30793 0.92894 0.49842
*
```